The following is a DFT calculation (ωB97M-V with the def2-TZVPD basis set) of C5H6O2S in the gas phase in a non-equilibrium geometry.

Cartesian coordinates (Å):
C (-1.575, -0.368, -0.394)
C (-0.426, 0.099, 0.511)
C (1.778, -0.343, 0.086)
C (1.578, 1.106, -0.124)
C (0.308, 1.362, 0.112)
H (-1.237, -2.269, -0.174)
H (-2.435, 0.265, -0.222)
H (-1.302, -0.407, -1.461)
H (-0.755, 0.171, 1.544)
H (2.397, 1.782, -0.426)
H (-0.157, 2.303, 0.069)
O (-1.963, -1.672, 0.042)
O (0.623, -0.873, 0.474)
S (3.165, -1.158, -0.035)

Results
Kohn-Sham gap   0.31873 Ha
Energy relative to the best compared isomer or geometry (same formula, charge and spin)   18.0 kcal/mol

The following is a DFT calculation (ωB97M-V with the def2-TZVPD basis set) of C5H6O2S in the gas phase in a non-equilibrium geometry.

Cartesian coordinates (Å):
C (-1.154, 0.112, 1.022)
C (-0.333, 0.043, -0.278)
C (0.506, -1.179, -0.360)
C (1.818, -1.013, -0.211)
C (0.658, 1.264, -0.291)
H (-1.463, 1.161, 1.104)
H (-0.525, -0.121, 1.871)
H (-2.025, -0.553, 0.949)
H (-1.517, 1.026, -1.503)
H (0.016, -2.181, -0.351)
H (2.628, -1.780, -0.160)
O (-1.223, 0.115, -1.389)
O (0.295, 2.421, -0.212)
S (2.319, 0.685, -0.191)

Results
Kohn-Sham gap   0.35508 Ha
Energy relative to the best compared isomer or geometry (same formula, charge and spin)   8.2 kcal/mol

The following is a DFT calculation (ωB97M-V with the def2-TZVPD basis set) of C5H6O3 in the gas phase in a non-equilibrium geometry.

Cartesian coordinates (Å):
C (1.595, 0.184, 0.243)
C (-0.905, 0.236, -0.177)
C (-2.093, 1.067, 0.148)
C (1.835, -1.022, 0.720)
C (-1.016, -0.965, -0.741)
O (0.264, 0.865, 0.196)
O (2.286, 1.091, -0.404)
O (-3.227, 0.764, -0.114)
H (1.386, 1.725, -0.501)
H (-1.846, 1.986, 0.713)
H (2.838, -1.405, 0.669)
H (1.059, -1.603, 1.183)
H (-2.004, -1.327, -0.972)
H (-0.170, -1.594, -0.962)

Results
Kohn-Sham gap   0.34106 Ha
Energy relative to the best compared isomer or geometry (same formula, charge and spin)   61.7 kcal/mol

The following is a DFT calculation (ωB97M-V with the def2-TZVPD basis set) of C5H6O3 in the gas phase in a non-equilibrium geometry.

Cartesian coordinates (Å):
C (0.686, 0.909, 1.318)
C (-0.038, -0.353, 1.395)
C (-0.534, -1.114, 0.321)
C (-0.572, -0.356, -1.075)
C (0.524, 0.351, -1.706)
H (-0.040, 1.684, 0.558)
H (0.066, -1.013, 2.298)
H (-0.566, -2.247, 0.307)
H (-1.379, -0.558, -1.619)
H (0.504, 0.458, -2.803)
H (1.490, 0.519, -1.019)
O (1.833, 1.018, 1.959)
O (-1.485, -0.458, 1.108)
O (-0.490, 1.161, -1.041)

Results
Kohn-Sham gap   0.36646 Ha
Energy relative to the best compared isomer or geometry (same formula, charge and spin)   122.4 kcal/mol

The following is a DFT calculation (ωB97M-V with the def2-TZVPD basis set) of a molecular structure, C5H6O4 in a non-equilibrium geometry.

Cartesian coordinates (Å):
C (1.671, 0.659, -1.637)
C (0.441, -0.127, 1.329)
C (-0.042, -0.884, -0.406)
C (-1.536, -0.445, -0.305)
C (-2.478, 0.250, 0.257)
O (1.200, 0.314, -0.342)
O (0.488, -1.187, 2.139)
O (0.130, 0.968, 1.690)
O (0.462, -1.904, -0.800)
H (0.208, -0.924, 3.029)
H (1.856, 1.731, -1.638)
H (0.954, 0.410, -2.425)
H (2.552, 0.052, -1.843)
H (-3.499, -0.114, 0.176)
H (-2.407, 1.198, 0.777)

Results
Kohn-Sham gap (alpha / beta)   0.28898 / 0.27216 Ha
Energy relative to the best compared isomer or geometry (same formula, charge and spin)   189.6 kcal/mol

The following is a DFT calculation (ωB97M-V with the def2-TZVPD basis set) of C5H6S in the gas phase in a non-equilibrium geometry.

Cartesian coordinates (Å):
C (-0.965, -1.351, -0.104)
C (-0.369, -0.316, -0.951)
C (-0.990, -1.411, 1.294)
C (0.656, 0.457, -0.736)
C (1.301, 1.678, -0.346)
S (-0.173, -0.547, 2.439)
H (-1.458, -2.224, -0.701)
H (-0.932, -0.431, -1.886)
H (-1.608, -2.150, 1.615)
H (2.395, 1.678, -0.024)
H (1.348, 2.349, -1.181)
H (0.794, 2.267, 0.580)

Results
Kohn-Sham gap (alpha / beta)   0.21058 / 0.21063 Ha
Energy relative to the best compared isomer or geometry (same formula, charge and spin)   101.1 kcal/mol

The following is a DFT calculation (ωB97M-V with the def2-TZVPD basis set) of 2 unconnected molecules or ions with the total composition C5H6S in a non-equilibrium geometry.

Cartesian coordinates (Å):
C (0.196, 1.555, -0.957)
C (1.104, 1.623, 0.014)
C (-0.797, 1.307, -1.836)
C (1.786, 1.878, 0.973)
C (-0.434, -1.110, 0.581)
S (-1.338, -2.632, 0.624)
H (-1.421, 0.908, -2.643)
H (2.353, 2.037, 1.897)
H (-0.633, -0.400, 1.507)
H (0.581, -1.467, 0.606)
H (-0.609, -0.438, -0.331)
H (-0.787, -3.262, -0.434)

Results
Kohn-Sham gap   0.32006 Ha
Energy relative to the best compared isomer or geometry (same formula, charge and spin)   109.3 kcal/mol

The following is a DFT calculation (ωB97M-V with the def2-TZVPD basis set) of C5H6S in the gas phase in a non-equilibrium geometry.

Cartesian coordinates (Å):
C (0.491, -0.583, 0.266)
C (-0.689, -1.020, 0.073)
C (1.872, -0.240, 0.533)
C (0.982, 0.638, -0.360)
C (-1.797, -0.693, -0.514)
S (-2.923, 0.425, 0.210)
H (1.929, 0.241, 1.536)
H (2.711, -0.742, 0.038)
H (0.481, 1.532, -0.007)
H (1.058, 0.825, -1.388)
H (-2.132, -1.243, -1.449)
H (-1.984, 0.859, 1.062)

Results
Expectation value of S²   2.01
Kohn-Sham gap (alpha / beta)   0.22160 / 0.28094 Ha
Multiplicity   3
Energy relative to the best compared isomer or geometry (same formula, charge and spin)   55.8 kcal/mol

The following is a DFT calculation (ωB97M-V with the def2-TZVPD basis set) of C5H6S in the gas phase in a non-equilibrium geometry.

Cartesian coordinates (Å):
C (1.438, -1.515, -0.249)
C (1.128, 0.445, -1.129)
C (-0.434, 0.196, 0.824)
C (-1.401, 0.310, -0.338)
C (0.879, -0.181, 0.278)
S (-0.413, 0.651, -1.774)
H (2.346, -1.135, -0.757)
H (-0.373, 1.169, 1.329)
H (-0.706, -0.579, 1.548)
H (-2.110, -0.504, -0.551)
H (-2.027, 1.177, -0.168)
H (1.673, -0.034, 0.985)

Results
Expectation value of S²   2.02
Kohn-Sham gap (alpha / beta)   0.33117 / 0.27187 Ha
Multiplicity   3
Energy relative to the best compared isomer or geometry (same formula, charge and spin)   52.6 kcal/mol

The following is a DFT calculation (ωB97M-V with the def2-TZVPD basis set) of C5H6S2 in the gas phase in a non-equilibrium geometry.

Cartesian coordinates (Å):
C (-1.265, 0.895, -0.059)
C (-0.178, 1.346, 0.112)
C (-3.030, 0.410, 0.109)
C (1.111, 1.961, -0.054)
C (-1.710, -2.010, -0.137)
S (-4.051, 1.586, -0.017)
S (-3.367, -1.271, 0.014)
H (1.713, 2.083, 0.869)
H (1.139, 3.007, -0.571)
H (1.844, 1.413, -0.544)
H (-1.098, -1.737, -0.947)
H (-1.821, -3.029, -0.197)
H (-1.171, -1.934, 0.837)

Results
Kohn-Sham gap   0.31518 Ha
Energy relative to the best compared isomer or geometry (same formula, charge and spin)   79.5 kcal/mol

The following is a DFT calculation (ωB97M-V with the def2-TZVPD basis set) of a molecular structure, C5H6S2 in a non-equilibrium geometry.

Cartesian coordinates (Å):
C (-1.871, -1.382, 0.220)
C (-1.321, -0.121, 0.093)
C (-2.000, -2.572, 0.336)
C (-0.243, 2.213, -0.317)
C (1.726, -0.254, -0.464)
S (-1.823, 1.402, -0.424)
S (0.791, 0.756, 0.849)
H (-2.325, -3.582, 0.609)
H (-0.278, 3.091, 0.327)
H (2.206, 0.524, -1.169)
H (2.500, -0.983, -0.103)
H (0.873, -0.794, -0.839)
H (1.764, 1.702, 0.882)

Results
Kohn-Sham gap (alpha / beta)   0.25097 / 0.25100 Ha
Energy relative to the best compared isomer or geometry (same formula, charge and spin)   166.5 kcal/mol

The following is a DFT calculation (ωB97M-V with the def2-TZVPD basis set) of C5H6S2 in the gas phase in a non-equilibrium geometry.

Cartesian coordinates (Å):
C (-0.446, -0.981, 1.305)
C (0.377, -1.292, 0.048)
C (0.449, -0.527, -1.101)
C (0.181, 0.872, -1.227)
C (-0.035, 1.852, -0.087)
H (-1.184, -1.795, 1.278)
H (-0.933, 0.031, 1.137)
H (0.108, -0.949, 2.355)
H (0.890, -2.224, -0.065)
H (1.084, -1.124, -1.961)
H (-0.746, 2.589, -0.549)
S (-0.148, 1.466, -2.629)
S (0.404, 2.083, 1.496)

Results
Kohn-Sham gap   0.26547 Ha
Energy relative to the best compared isomer or geometry (same formula, charge and spin)   59.0 kcal/mol

The following is a DFT calculation (ωB97M-V with the def2-TZVPD basis set) of C5H6S3 in the gas phase in a non-equilibrium geometry.

Cartesian coordinates (Å):
C (-1.179, 0.401, 0.851)
C (0.262, 0.184, 0.391)
C (1.183, -0.278, 1.471)
C (0.229, -0.632, -0.882)
C (-0.118, 0.039, -2.209)
H (-1.719, 0.920, 0.039)
H (-1.750, -0.570, 0.924)
H (-1.224, 1.004, 1.769)
H (0.762, 1.176, 0.143)
H (2.237, -0.367, 1.067)
H (-0.416, -0.682, -2.989)
S (1.040, -0.640, 3.042)
S (0.727, -2.119, -0.897)
S (-0.035, 1.565, -2.721)

Results
Kohn-Sham gap   0.25571 Ha
Energy relative to the best compared isomer or geometry (same formula, charge and spin)   50.2 kcal/mol

The following is a DFT calculation (ωB97M-V with the def2-TZVPD basis set) of C5H6Se in the gas phase in a non-equilibrium geometry.

Cartesian coordinates (Å):
C (-0.490, -0.099, -1.193)
C (0.835, 0.059, -0.639)
C (-1.520, -0.355, -0.382)
C (0.985, -0.308, 0.615)
C (-0.288, -0.387, 1.362)
Se (-0.622, 1.129, 2.420)
H (-0.667, -0.071, -2.296)
H (1.735, 0.147, -1.195)
H (-2.493, -0.727, -0.617)
H (1.955, -0.271, 0.918)
H (-0.865, -1.267, 1.741)
H (0.274, 2.072, 1.744)

Results
Kohn-Sham gap   0.32068 Ha
Energy relative to the best compared isomer or geometry (same formula, charge and spin)   51.4 kcal/mol

The following is a DFT calculation (ωB97M-V with the def2-TZVPD basis set) of a molecular structure, C5H7B2F10N3O8S2V in a non-equilibrium geometry.

Cartesian coordinates (Å):
O (1.671, 0.059, -1.545)
V (0.428, -0.366, -0.712)
B (-2.925, -1.284, -0.317)
F (-3.248, -1.597, 1.000)
F (-1.621, -0.564, -0.308)
F (-2.881, -2.404, -1.089)
F (-3.829, -0.301, -0.808)
B (0.520, -2.728, -2.853)
F (-0.182, -1.525, -2.370)
F (-0.274, -3.840, -2.622)
F (0.771, -2.556, -4.216)
F (1.712, -2.848, -2.126)
N (0.215, 1.159, 0.652)
S (0.589, 2.792, 0.356)
O (1.657, 3.286, 1.152)
O (-0.512, 3.609, 0.007)
F (1.311, 2.546, -1.013)
S (-0.459, 1.316, 2.113)
O (-1.782, 1.845, 2.082)
O (0.391, 1.741, 3.177)
F (-0.694, -0.207, 2.370)
O (1.313, -3.474, 2.113)
C (0.568, -2.861, 1.118)
O (1.073, -1.717, 0.752)
O (-0.391, -3.409, 0.640)
H (2.009, -2.812, 2.222)
C (-3.189, 2.245, -2.198)
C (-1.878, 1.626, -2.217)
N (-0.854, 1.127, -2.267)
H (-3.752, 1.757, -1.402)
H (-3.625, 2.100, -3.183)
H (-3.142, 3.301, -1.938)
C (3.380, 0.814, 2.703)
C (3.762, 0.401, 1.355)
N (4.026, 0.061, 0.295)
H (4.258, 1.074, 3.291)
H (2.867, -0.036, 3.151)
H (2.715, 1.670, 2.632)

Results
Expectation value of S²   0.77
Kohn-Sham gap (alpha / beta)   0.31211 / 0.31319 Ha
Multiplicity   2
Total charge   -2

The following is a DFT calculation (ωB97M-V with the def2-TZVPD basis set) of a molecular structure, C5H7BBrI2LiO in a non-equilibrium geometry.

Cartesian coordinates (Å):
C (-2.442, 0.413, 0.650)
C (-1.669, 0.549, -0.632)
I (-2.984, 0.589, -2.284)
C (-0.349, 0.624, -0.734)
I (0.615, 0.863, -2.603)
B (0.754, 0.670, 0.433)
C (1.882, -0.582, 0.322)
C (1.350, -1.903, -0.083)
O (1.384, -2.440, -1.142)
Br (0.403, -2.769, 1.407)
H (-3.037, -0.504, 0.636)
H (-3.139, 1.250, 0.755)
H (-1.774, 0.396, 1.511)
H (0.344, 0.724, 1.560)
H (1.352, 1.770, 0.257)
H (2.646, -0.347, -0.423)
H (2.314, -0.648, 1.321)
Li (2.350, 1.346, -0.951)

Results
Kohn-Sham gap   0.29952 Ha
Energy relative to the best compared isomer or geometry (same formula, charge and spin)   0.0 kcal/mol

The following is a DFT calculation (ωB97M-V with the def2-TZVPD basis set) of C5H7BBrNO2 in the gas phase in a non-equilibrium geometry.

Cartesian coordinates (Å):
B (-0.561, -1.668, -0.076)
C (-0.042, 0.446, 1.689)
C (0.439, 1.647, 1.383)
C (-0.348, 2.012, -0.881)
C (-0.572, 0.615, -1.392)
C (-1.086, -0.226, -0.330)
N (0.017, 2.431, 0.243)
O (0.761, -1.829, -0.419)
O (-1.187, -2.601, 0.650)
Br (-2.897, 0.265, 0.114)
H (-0.213, -0.099, 2.487)
H (1.134, 2.269, 1.997)
H (-0.738, 2.853, -1.517)
H (-1.362, 0.600, -2.206)
H (0.399, 0.276, -1.712)
H (1.240, -2.383, 0.085)
H (-0.801, -3.388, 0.957)

Results
Expectation value of S²   2.02
Kohn-Sham gap (alpha / beta)   0.25593 / 0.26946 Ha
Multiplicity   3
Energy relative to the best compared isomer or geometry (same formula, charge and spin)   36.8 kcal/mol

The following is a DFT calculation (ωB97M-V with the def2-TZVPD basis set) of a molecular structure, C5H7BCl2IN3O3 in a non-equilibrium geometry.

Cartesian coordinates (Å):
C (1.847, -2.650, -0.066)
C (1.075, -1.248, -0.407)
Cl (0.086, -1.206, -1.953)
C (1.213, -0.082, 0.462)
Cl (2.278, -0.216, 1.968)
C (0.527, 1.313, 0.148)
N (1.202, 2.383, -0.531)
C (0.222, 3.480, -0.604)
N (-0.989, 3.039, 0.035)
N (-0.810, 1.754, 0.486)
O (-1.823, 1.172, 1.148)
B (-2.460, 0.099, 0.393)
O (-2.347, -1.230, 0.954)
O (-3.210, 0.254, -0.815)
H (1.804, -2.790, 1.066)
H (2.963, -2.567, -0.349)
H (1.368, -3.555, -0.552)
H (2.171, 2.387, -0.875)
H (0.338, 4.512, -1.076)
H (-1.468, -1.200, 1.425)
H (-3.227, -0.629, -1.247)
I (-0.760, -3.022, 0.389)

Results
Kohn-Sham gap   0.18898 Ha

The following is a DFT calculation (ωB97M-V with the def2-TZVPD basis set) of a molecular structure, C5H7Br2FO in a non-equilibrium geometry.

Cartesian coordinates (Å):
C (-0.061, 0.933, -0.476)
C (-0.743, 0.316, -1.701)
C (-1.586, -0.614, 0.868)
C (2.706, -0.462, 0.774)
C (-0.502, 0.401, 0.751)
O (0.902, 1.774, -0.510)
F (0.037, 0.847, 1.930)
Br (2.416, -2.112, -0.101)
Br (2.899, 1.071, -0.065)
H (-0.376, 0.896, -2.594)
H (-0.492, -0.714, -1.614)
H (-1.808, 0.478, -1.798)
H (-2.022, -0.298, 1.782)
H (-1.290, -1.583, 1.042)
H (-2.282, -0.598, 0.016)
H (2.202, -0.335, 1.695)

Results
Kohn-Sham gap (alpha / beta)   0.28974 / 0.23958 Ha
Energy relative to the best compared isomer or geometry (same formula, charge and spin)   65.1 kcal/mol

The following is a DFT calculation (ωB97M-V with the def2-TZVPD basis set) of a molecular structure, C5H7Br2N in a non-equilibrium geometry.

Cartesian coordinates (Å):
C (-1.249, -1.263, 1.332)
C (0.805, -2.101, -0.600)
C (-0.421, 1.825, 2.299)
C (-0.191, -1.052, -0.851)
C (-1.089, -0.603, 0.075)
N (-1.395, -1.872, 2.299)
Br (1.490, 0.959, -1.020)
Br (-2.389, 0.699, -0.278)
H (1.476, -2.191, -1.468)
H (1.403, -1.834, 0.199)
H (0.246, -3.021, -0.357)
H (-0.863, 2.165, 1.342)
H (-0.916, 1.024, 2.833)
H (0.624, 1.697, 2.138)
H (-0.422, -0.775, -1.873)

Results
Kohn-Sham gap (alpha / beta)   0.34151 / 0.21279 Ha
Energy relative to the best compared isomer or geometry (same formula, charge and spin)   77.0 kcal/mol

Electronic energy per entry: -20211.4242 -20211.8507 -11421.7357 -11419.1026 -13464.2648 -16112.1535 -16111.7995 -16109.9386 -16110.0793 -26948.4790 -26944.7028 -26949.3680 -37785.6165 -70624.1279 -102051.8915 -94471.1832 -81598.6302 -49727.8219 -150143.5318 -146868.9725 eV